92
Properties=species:S:1:pos:R:3 method="wB97M-V/def2-TZVPD" total_charge=+3 lumo_energy_ev="-13.73 / -12.48" homo_energy_ev="-15.540 / -15.540" multiplicity=2 s2=1.763
In -4.95 -0.79 -0.54
C -0.27 -1.38 1.23
C -0.67 -0.59 -0.04
C -0.23 -1.23 -1.35
O -2.06 -0.27 0.00
H -0.56 -0.79 2.10
H 0.80 -1.59 1.13
H -0.74 -2.36 1.29
H -0.07 0.29 0.17
H -0.38 -0.66 -2.27
H -0.91 -2.08 -1.42
H 0.72 -1.76 -1.44
C -2.63 3.05 3.03
C -1.87 1.66 3.18
O -2.63 0.54 2.85
O -3.63 3.32 4.05
H -3.16 2.97 2.08
H -1.80 3.75 3.06
H -1.53 1.34 4.16
H -0.95 1.47 2.62
H -2.35 0.25 1.98
H -3.98 4.18 3.80
C -1.98 0.12 -4.98
C -3.32 -0.09 -4.33
O -3.31 0.09 -2.90
O -1.60 1.42 -4.93
H -1.91 -0.37 -5.96
H -1.26 -0.50 -4.46
H -3.54 -1.13 -4.58
H -4.15 0.41 -4.83
H -2.50 0.53 -2.66
H -0.89 1.54 -4.30
C 2.65 -5.78 0.56
C 2.32 -4.58 -0.35
O 3.40 -3.79 -0.87
O 1.37 -6.36 0.81
H 3.21 -5.34 1.38
H 3.20 -6.49 -0.06
H 1.80 -3.86 0.28
H 1.70 -4.77 -1.23
H 3.30 -2.89 -0.55
H 1.42 -6.98 1.54
C 3.77 -1.32 1.38
C 4.79 -0.19 1.47
O 4.17 0.96 2.11
O 3.14 -1.32 0.16
H 3.11 -1.30 2.25
H 4.22 -2.31 1.47
H 5.21 0.08 0.50
H 5.53 -0.57 2.18
H 3.22 0.85 2.07
H 2.32 -0.81 0.17
C 1.72 0.67 4.11
O 1.59 0.83 2.90
N 1.39 1.42 5.08
N 2.45 -0.33 4.61
H 1.56 1.00 5.98
H 0.79 2.22 4.98
H 2.51 -0.45 5.62
H 2.79 -1.12 4.09
C 0.97 3.26 -3.43
O -0.21 3.39 -3.52
N 1.79 3.78 -4.24
N 1.51 2.59 -2.45
H 2.79 3.78 -4.16
H 1.48 4.41 -4.96
H 0.94 2.17 -1.74
H 2.43 2.21 -2.65
C -3.25 3.01 -0.86
O -4.16 2.18 -0.88
N -1.96 2.73 -0.75
N -3.57 4.26 -1.19
H -1.34 3.53 -0.71
H -1.74 1.84 -0.33
H -4.53 4.43 -1.46
H -2.86 4.95 -1.40
C -3.11 -4.20 -2.05
O -3.76 -3.17 -2.07
N -2.41 -4.77 -1.09
N -3.42 -5.16 -2.88
H -2.18 -5.76 -1.15
H -2.12 -4.18 -0.32
H -4.25 -4.98 -3.43
H -3.29 -6.12 -2.61
C 2.30 3.60 1.30
O 3.00 4.48 0.82
N 2.05 3.71 2.52
N 1.82 2.62 0.60
H 2.46 4.56 2.88
H 1.44 3.13 3.07
H 1.62 2.91 -0.34
H 1.20 1.99 1.08